Entry from the OMol25 dataset: 9 unconnected molecules or ions with the total composition C43H72FN2O18 at a distorted geometry (ωB97M-V/def2-TZVPD).

Atoms and positions in Å:
O -1.9787 -2.5193 2.7763
C -1.9127 -3.6401 2.2104
O -1.1393 -3.8305 0.9787
C 0.0969 -4.4440 1.3363
C 0.3313 -5.9901 1.1421
C 1.7457 -6.5317 1.5701
C 2.7191 -5.4136 2.1344
N 2.3952 -4.0518 2.2748
N 1.1962 -3.6845 1.8752
F 0.9447 -2.3625 1.9893
C -2.7604 -4.8238 2.8850
C -3.2077 -5.9591 1.8874
C -4.0676 -7.1276 2.4156
C -4.4659 -7.1406 3.9372
C -3.9909 -6.0436 4.9377
C -3.1165 -4.8520 4.3985
H -0.4536 -6.6868 0.6932
H 2.0396 -7.6252 1.4777
H 3.7606 -5.7829 2.4520
H -2.8923 -5.9062 0.7808
H -4.4166 -7.9259 1.6812
H -5.1301 -8.0165 4.2565
H -4.3056 -6.1273 6.0306
H -2.7812 -4.0336 5.1179
O 0.4338 0.9826 -3.1967
C -0.2189 0.8763 -2.1822
O 0.3978 0.6690 -1.0027
C -0.2581 0.7196 0.2732
C -0.8800 -0.6182 0.6175
C -1.7201 0.8772 -2.2232
H -0.9777 1.5413 0.3138
H 0.5182 0.9536 1.0063
H -1.6553 -0.8931 -0.1011
H -1.3252 -0.5909 1.6132
H -0.1340 -1.4100 0.5906
H -2.0750 -0.1306 -2.4458
H -2.0432 1.5549 -3.0165
H -2.1835 1.2372 -1.3092
O 0.1109 6.6595 -6.0002
C 0.7923 6.0932 -5.1777
O 1.4657 4.9760 -5.5119
C 2.4455 4.3392 -4.6781
C 1.7886 3.3840 -3.7022
C 0.8289 6.5631 -3.7500
H 3.0805 5.0780 -4.1822
H 3.0970 3.7749 -5.3495
H 1.1175 3.9082 -3.0177
H 2.5420 2.8571 -3.1123
H 1.1847 2.6505 -4.2361
H -0.0167 6.1354 -3.2089
H 0.7457 7.6519 -3.7432
H 1.7561 6.3253 -3.2328
O -4.3189 1.6788 -1.1067
C -4.8834 2.2822 -1.9945
O -4.8424 3.6256 -2.0254
C -5.3053 4.4316 -3.1229
C -6.7913 4.7035 -3.0079
C -5.7130 1.5566 -3.0155
H -5.0320 3.9848 -4.0819
H -4.7616 5.3766 -3.0575
H -7.3736 3.7809 -3.0572
H -7.1242 5.3658 -3.8098
H -7.0205 5.1714 -2.0469
H -6.7149 1.3940 -2.6147
H -5.2455 0.5902 -3.2164
H -5.7775 2.0685 -3.9730
O -0.8582 -4.1630 6.0784
C -0.2355 -3.1723 6.4043
O 0.7927 -3.2735 7.2600
C 1.7086 -2.2047 7.5586
C 1.1681 -1.3175 8.6605
C -0.6572 -1.8086 5.9360
H 1.9670 -1.6442 6.6567
H 2.6304 -2.6804 7.9005
H 0.2376 -0.8296 8.3631
H 1.8942 -0.5457 8.9236
H 0.9448 -1.9097 9.5517
H -1.4348 -1.4252 6.5991
H -1.0607 -1.9003 4.9243
H 0.1604 -1.0935 5.8739
O 6.4005 -1.2363 -5.8493
C 5.2575 -0.9058 -5.6299
O 4.3609 -1.8195 -5.2136
C 3.0418 -1.5064 -4.7417
C 2.0651 -1.4008 -5.8953
C 4.7918 0.4967 -5.9042
H 3.0497 -0.6123 -4.1134
H 2.7437 -2.3346 -4.0946
H 2.3332 -0.5897 -6.5754
H 1.0523 -1.2228 -5.5273
H 2.0692 -2.3218 -6.4841
H 4.5175 0.5850 -6.9567
H 5.6149 1.1815 -5.6892
H 3.9600 0.8138 -5.2782
O -8.6266 5.7645 2.1994
C -7.4386 5.5598 2.1157
O -6.9826 4.5099 1.4040
C -5.6019 4.2858 1.0800
C -4.8947 3.5487 2.1989
C -6.4539 6.4062 2.8735
H -5.1036 5.2207 0.8108
H -5.5957 3.6654 0.1838
H -4.8873 4.1320 3.1227
H -3.8615 3.3274 1.9208
H -5.4084 2.6099 2.4213
H -6.3552 6.0204 3.8895
H -6.8367 7.4281 2.9133
H -5.4738 6.4661 2.4049
O 10.9374 -6.0420 -2.7804
C 10.3875 -5.4377 -3.6729
O 10.4323 -4.0933 -3.7058
C 9.9834 -3.2925 -4.8117
C 8.4968 -3.0180 -4.7157
C 9.5677 -6.1618 -4.7044
H 10.2671 -3.7444 -5.7654
H 10.5277 -2.3479 -4.7447
H 7.9144 -3.9407 -4.7671
H 8.1739 -2.3612 -5.5223
H 8.2574 -2.5451 -3.7596
H 8.5604 -6.3211 -4.3162
H 10.0347 -7.1296 -4.8986
H 9.5166 -5.6503 -5.6631
O 1.1365 1.2911 6.0851
C 0.5745 1.8906 5.1953
O 0.5952 3.2340 5.1685
C 0.1321 4.0317 4.0675
C -1.3596 4.2794 4.1651
C -0.2326 1.1553 4.1628
H 0.4236 3.5898 3.1112
H 0.6596 4.9852 4.1394
H -1.9264 3.3473 4.1088
H -1.6940 4.9368 3.3594
H -1.6072 4.7430 5.1233
H -1.2363 0.9757 4.5521
H 0.2530 0.1972 3.9651
H -0.2943 1.6682 3.2052

Atomic forces in eV per Å
1.1 -4.5 -3.1
-3.0 2.9 5.2
3.0 -1.4 2.1
0.6 -2.5 -0.3
4.0 1.7 1.7
-2.4 5.1 0.0
-2.3 -0.9 -0.9
-0.3 -3.6 -1.0
-2.2 -2.4 -1.1
0.6 -0.8 0.4
-0.6 -2.6 -0.8
-1.0 -0.5 3.6
1.4 3.3 2.1
1.9 2.2 -1.5
0.8 0.0 -4.3
-1.6 -2.6 -2.1
1.1 1.4 0.8
-0.4 1.7 0.2
-1.8 1.2 -0.4
-0.7 0.0 2.0
0.5 1.2 1.4
1.2 1.6 -0.3
0.6 0.3 -1.8
-0.4 -1.4 -1.4
-0.1 -0.5 1.0
-0.2 -0.2 -0.8
0.6 0.2 0.1
-0.2 -0.2 0.0
-0.2 0.2 -0.3
-0.1 0.6 0.2
0.0 -0.1 -0.1
0.1 0.0 -0.3
-0.1 0.1 0.1
0.1 0.0 -0.1
-0.1 0.4 -0.2
0.0 0.1 0.0
0.1 -0.2 -0.1
0.0 -0.3 0.0
0.5 -0.6 0.3
-0.6 0.3 -0.2
0.2 0.0 -0.5
-0.1 -0.1 0.4
0.0 0.2 -0.2
0.5 0.5 0.2
-0.1 0.0 0.0
-0.2 0.2 -0.1
0.1 0.0 0.0
-0.1 0.0 0.0
0.2 0.2 0.0
0.1 0.0 0.0
-0.2 -0.2 -0.1
-0.1 -0.2 0.1
-0.3 0.7 -0.2
-0.3 -0.3 0.2
0.6 -0.1 0.2
-0.4 0.2 -0.2
-0.1 -0.1 0.1
0.3 -0.2 -0.6
0.0 -0.1 0.1
0.1 -0.2 0.2
0.0 0.1 -0.1
0.1 0.0 0.1
0.1 0.0 -0.1
0.1 0.0 0.0
-0.1 0.1 0.2
-0.2 0.1 0.1
0.7 0.3 0.3
-0.2 0.0 0.3
-0.1 -0.6 -0.4
0.1 0.4 0.2
-0.2 0.0 0.1
0.3 0.2 -0.6
-0.2 0.0 0.0
-0.2 -0.2 -0.1
0.1 0.1 -0.1
-0.1 -0.1 -0.1
0.1 0.0 -0.1
0.1 0.0 0.0
-0.2 -0.1 0.2
-0.1 0.1 0.3
-1.0 0.0 0.2
0.5 0.1 -0.4
0.3 -0.4 0.3
-0.2 0.2 -0.2
0.0 0.0 -0.2
0.0 0.5 0.5
0.0 0.0 -0.1
0.3 0.0 -0.1
-0.1 0.0 0.1
0.1 0.0 0.0
0.0 0.0 0.1
0.0 0.0 0.1
0.0 -0.2 -0.2
-0.2 -0.1 -0.2
0.8 -0.4 -0.3
-0.6 0.2 0.4
-0.3 -0.1 -0.4
0.1 -0.1 0.2
0.0 0.0 0.3
0.3 0.6 -0.3
-0.1 0.0 0.1
-0.2 0.1 0.2
0.1 0.0 -0.1
-0.1 0.0 0.0
0.1 0.1 -0.1
0.0 0.0 -0.1
-0.1 -0.2 0.2
0.1 -0.2 0.1
-0.3 0.6 -0.4
0.0 -0.4 0.4
0.5 0.1 0.2
-0.4 0.0 0.0
0.1 -0.2 0.0
0.3 -0.3 -0.6
-0.1 -0.1 0.1
0.1 -0.2 0.2
0.0 0.0 -0.1
0.1 -0.1 0.2
0.1 0.1 -0.1
0.1 0.0 0.0
-0.1 0.1 0.3
-0.2 0.1 0.1
-0.2 0.5 -0.5
0.0 -0.2 0.4
0.5 -0.1 0.2
-0.3 0.1 -0.1
-0.2 -0.1 0.1
0.2 -0.2 -0.6
0.0 -0.1 0.1
0.1 -0.2 0.2
0.0 0.0 -0.1
0.0 0.0 0.0
0.1 0.0 -0.1
0.0 0.0 -0.1
-0.1 0.1 0.2
-0.2 0.1 0.1

Its net charge is +1. The calculation puts the frontier orbital gap at 5.3062 eV. The energy is -88293.630 eV.

Löwdin population analysis, charges in e, atoms 1 to 5: atom 1 (O): 0.0800, atom 2 (C): -0.2778, atom 3 (O): 0.0346, atom 4 (C): -0.0492, atom 5 (C): 0.1377



Entry from the OMol25 dataset: 2 unconnected molecules or ions with the total composition CH2N2O2S at a distorted geometry (ωB97M-V/def2-TZVPD).

Atoms and positions in Å:
C -1.2748 0.0386 -1.2567
N -1.8423 1.0146 -1.4329
N 1.1465 -0.9095 1.1607
O -1.8543 -0.3441 1.9408
O 0.6229 -0.7868 2.4057
S -0.8322 -0.4723 2.9615
H -0.8066 -0.9005 -1.3528
H 2.2376 -1.0662 1.2495

Atomic forces in eV per Å
-0.3 0.1 -0.7
-0.1 0.4 0.3
0.7 -0.1 -0.3
0.0 0.0 -0.2
2.6 -0.4 -0.2
-0.7 0.1 -0.1
0.4 -0.5 0.5
-2.6 0.4 0.8

The calculation puts the frontier orbital gap (alpha / beta) at 8.3214 / 9.2463 eV. The energy is -18974.572 eV.

natural (NBO) population analysis, charges in e, atoms 1 to 5: atom 1 (C): 0.0857, atom 2 (N): -0.3156, atom 3 (N): -0.2605, atom 4 (O): -0.8080, atom 5 (O): -0.5333



Entry from the OMol25 dataset: a molecular structure, C26H32CeNO5S at a distorted geometry (ωB97M-V/def2-TZVPD).

Atoms and positions in Å:
O 2.8788 2.9873 -2.2197
C 2.8176 3.0628 -3.6866
C 4.0161 3.9552 -3.8621
H 1.9016 3.5382 -4.0449
H 2.9291 2.0595 -4.0934
C 4.1002 3.7800 -2.3234
H 3.7372 4.9655 -4.1420
H 4.8007 3.5506 -4.4920
C 3.9516 5.1201 -1.6257
H 2.9805 5.5486 -1.9107
H 4.7684 5.7771 -1.9686
H 4.0270 4.9972 -0.5342
C 5.3442 3.0245 -1.8772
H 5.4055 2.0383 -2.3619
H 5.3786 2.9378 -0.7791
H 6.2154 3.6165 -2.1948
Ce -0.5267 -0.9774 1.0631
C 0.3017 -3.2523 1.7587
C -0.4941 -3.5334 0.5897
C 0.1934 -3.0146 -0.5561
H -1.4192 -4.1138 0.5670
C 1.4271 -2.4329 -0.0974
C 1.4914 -2.5669 1.3232
H 2.3093 -2.2139 1.9542
H 0.0463 -3.4904 2.7944
H -0.1506 -3.0941 -1.5954
H 2.2135 -2.0229 -0.7344
C -0.8512 -0.4857 3.6324
C 0.5629 -0.4982 3.4251
C 0.9058 0.6365 2.6225
H 1.2543 -1.2295 3.8408
C -0.3068 1.3594 2.3356
C -1.3896 0.6718 2.9650
H -2.4355 0.9784 2.9838
H -1.3853 -1.2102 4.2440
H 1.9121 0.9029 2.2913
H -0.3916 2.2682 1.7370
O -0.2572 0.9987 -0.9009
C 1.2122 0.8795 -0.7489
C 1.7360 0.2591 -2.0369
H 1.5238 0.3450 0.1811
H 1.5923 1.9108 -0.6412
C 0.8054 0.9769 -3.0216
H 1.5288 -0.8140 -2.1190
H 2.8083 0.4533 -2.0982
C -0.5574 0.9282 -2.3560
H 0.8604 0.6358 -4.0584
H 1.0691 2.0369 -2.9767
H -1.0597 -0.0261 -2.5771
H -1.2139 1.7845 -2.5776
O -2.1922 -3.3241 3.6044
C -2.9277 -2.8354 2.7362
N -2.4861 -1.8773 1.8465
S -3.5981 -1.2495 0.7384
O -3.8718 0.1306 1.0923
O -2.8732 -1.5064 -0.5274
C -4.8167 -2.3581 1.3666
C -6.1724 -2.3577 1.0314
C -7.0291 -3.2103 1.7440
C -6.5299 -4.0300 2.7719
C -5.1799 -3.9918 3.1132
C -4.3408 -3.1135 2.4354
H -6.5487 -1.7124 0.2386
H -8.0956 -3.2553 1.5140
H -7.1869 -4.7036 3.3238
H -4.7185 -4.6140 3.8737

Atomic forces in eV per Å
0.7 0.6 -1.3
-0.9 -0.4 -0.4
-0.4 -0.3 0.9
-0.2 -0.3 0.1
-0.1 0.0 -0.2
1.4 0.9 0.3
0.2 0.1 -0.2
0.2 0.1 0.2
0.1 -0.2 0.2
0.3 0.1 0.2
-0.4 -0.1 0.2
-0.2 0.2 -0.3
-0.1 0.2 0.1
0.0 0.2 0.3
0.0 -0.2 -0.4
-0.2 -0.2 0.1
-0.7 1.7 -1.1
0.5 -0.3 -0.8
1.2 -0.3 0.2
0.4 -0.1 0.9
0.3 0.4 0.1
-0.5 -0.6 0.3
-0.4 -0.6 -0.5
-0.3 -0.2 -0.3
0.0 0.0 -0.5
0.2 0.1 0.6
-0.4 -0.1 0.4
0.7 0.9 0.0
-0.6 0.6 -0.1
-0.7 -0.1 0.0
-0.2 0.3 -0.1
0.2 -0.6 0.6
1.0 -0.2 0.4
0.4 -0.2 -0.2
0.1 0.2 -0.3
-0.4 0.0 0.2
0.1 -0.4 0.2
0.7 -1.3 0.2
-0.2 0.5 0.0
-0.9 0.1 0.2
-0.5 0.0 -0.4
0.0 -0.5 0.0
0.4 1.1 0.2
0.2 0.2 0.2
-0.2 0.1 -0.4
-0.1 -0.6 0.4
-0.3 -0.1 0.2
-0.1 -0.4 -0.3
-0.1 0.3 0.3
0.3 -0.5 0.0
-1.5 0.4 -1.2
1.7 0.3 0.4
-0.1 0.5 -0.4
2.3 -0.8 2.2
-0.3 -1.0 -0.9
-1.1 0.5 0.7
-2.0 0.0 -0.5
0.1 -0.3 0.1
0.2 -0.1 0.2
0.1 0.1 -0.2
0.3 0.3 -0.3
-0.5 -0.4 -0.2
0.0 -0.2 0.2
0.4 0.1 0.0
0.1 0.2 -0.3
-0.3 0.1 0.1

Its net charge is +1. The calculation puts the frontier orbital gap (alpha / beta) at 7.6887 / 7.6870 eV. The energy is -62964.973 eV.

Löwdin population analysis, charges in e, atoms 1 to 5: atom 1 (O): -0.1195, atom 2 (C): -0.1844, atom 3 (C): -0.0673, atom 4 (H): 0.1259, atom 5 (H): 0.1161



Entry from the OMol25 dataset: a molecular structure, AlIO2V at a distorted geometry (ωB97M-V/def2-TZVPD).

Atoms and positions in Å:
Al -0.2188 2.1539 -1.5698
O 1.5835 -1.1392 0.5141
V 0.1001 -0.7336 0.2960
O -0.1092 0.2920 -0.9272
I -1.3557 -0.5731 1.6870

Atomic forces in eV per Å
0.4 -2.7 0.4
-0.5 0.4 1.0
11.2 -6.1 -7.3
-1.1 7.3 -4.8
-10.0 1.0 10.7

Its net charge is +3. The calculation puts the frontier orbital gap at 3.5314 eV. The energy is -44435.533 eV.

Computed Löwdin charges, given in elementary charges: atom 1 (Al): 1.7454, atom 2 (O): -0.0350, atom 3 (V): 0.3590, atom 4 (O): -0.4766, atom 5 (I): 1.4072



Q: Which formula does entry 3 have?
A: C26H32CeNO5S